# 1
Computed, not measured: a molecular structure, C44H40N2RuS4Sb2, with wB97M-V/def2-TZVPD.

The HOMO energy (spin up / spin down) comes out at -6.62 / -7.83 eV. Its spin multiplicity is 5. The total energy is -3978.24117 Ha. For the HOMO-LUMO gap (spin up / spin down), the calculation gives 6.8 / 6.3 eV. The relative energy (zero: lowest compared OMol25 entry of this formula, charge and spin) is 0.00 kJ/mol. The value obtained for the LUMO energy (spin up / spin down) is 0.0073 / -0.0552 hartree.

```
93
Properties=species:S:1:pos:R:3:mulliken_charge:R:1
C 5.293 0.186 -0.079 -0.498
C 0.979 -0.540 -3.446 0.005
C 0.288 0.557 -3.983 0.253
H -4.481 -4.199 0.445 0.405
S 2.443 4.595 4.076 -0.233
H -5.104 -0.014 6.470 0.381
C 1.934 -1.055 -5.591 -0.536
S 0.473 2.327 3.731 -0.372
C -2.572 -0.428 3.579 0.404
C 3.918 0.397 -0.154 0.169
H 4.398 -2.626 0.945 0.429
H 1.392 0.274 -7.187 0.416
H 5.848 -4.100 2.274 0.398
H -3.342 -2.757 2.078 0.439
H 3.751 1.615 -3.315 0.495
H -1.441 3.703 -2.089 0.442
C -3.966 3.615 -4.349 -0.529
H 3.718 -0.185 4.408 0.442
C -3.177 4.061 -3.294 -0.664
C 0.175 -2.026 2.679 -1.118
H -5.444 2.855 0.062 0.185
C -3.907 -0.139 3.307 -0.188
H 2.570 -1.673 -6.211 0.421
C 4.555 -2.413 1.997 0.016
H -5.853 0.226 4.126 0.403
C 1.557 3.591 3.173 0.182
Sb 2.623 -0.038 1.482 0.630
C 1.565 -1.672 0.530 0.189
C -2.051 3.353 -2.913 -0.339
H -2.291 1.472 -0.530 -0.965
H -0.413 -2.773 3.216 0.592
H 5.179 -1.662 5.729 0.404
H 0.872 -0.761 -2.391 0.543
C -4.395 -0.131 5.660 -0.502
C 1.787 -1.335 -4.238 -0.894
H 0.801 -1.200 -0.094 -0.918
C -2.485 1.739 -4.642 -0.522
H -4.845 4.171 -4.648 0.408
C 0.942 -2.663 1.516 -0.923
C 4.179 -1.045 3.934 -0.639
C -3.614 2.449 -5.016 -0.718
H -4.029 -3.942 -1.973 0.378
H -1.115 -0.758 5.132 0.340
C -2.154 -0.554 4.900 -0.526
C -3.133 -2.636 1.021 -0.686
H 1.729 -3.296 1.935 0.484
H 2.316 1.136 -1.387 0.348
Sb -1.164 -0.497 2.008 1.451
H 5.737 -0.217 0.824 0.431
H 7.176 0.314 -1.094 0.396
C 3.377 0.930 -1.321 -0.453
H 0.266 -3.329 0.970 0.366
C -1.980 -1.528 -0.774 0.233
C 5.558 0.990 -2.332 -0.603
C -2.624 -2.344 -1.694 -0.673
C 5.602 -2.976 4.088 -0.422
S 1.478 3.579 1.410 -0.375
C 4.191 1.215 -2.409 -0.552
C 3.948 -1.306 2.586 -0.042
C 1.268 0.035 -6.138 -0.818
C -3.472 2.625 0.619 0.852
H 2.310 -2.173 -3.797 0.431
N -4.713 3.136 0.692 -0.474
Ru 0.044 1.818 1.486 -0.344
H -2.416 -2.229 -2.750 0.529
H -1.279 -0.779 -1.126 -0.015
H -4.242 -0.026 2.280 0.396
C 0.455 0.831 -5.349 -0.384
C 5.004 -1.877 4.683 -0.531
H 6.194 1.217 -3.178 0.376
H -3.436 4.972 -2.769 0.470
H -0.027 1.696 -5.783 0.557
H -4.911 3.818 1.402 0.212
C 5.379 -3.244 2.742 -0.786
C 6.108 0.482 -1.163 -0.628
H 0.855 -1.561 3.399 0.486
N -3.260 1.669 -0.289 0.260
H -3.942 1.498 -1.012 0.300
C -3.065 -0.408 5.938 -0.599
C -0.524 1.405 -3.119 1.172
C -2.229 -1.667 0.589 0.564
C -1.674 2.181 -3.587 0.272
H 6.246 -3.625 4.668 0.380
H -2.240 0.817 -5.152 0.506
H -2.732 -0.504 6.963 0.409
C -3.780 -3.449 0.100 -0.712
C -4.816 0.004 4.344 -0.801
S -2.286 3.186 1.686 -0.441
H -4.229 2.084 -5.830 0.417
C -0.240 1.468 -1.754 -0.632
C -0.117 1.555 -0.533 0.316
H 2.255 -2.181 -0.146 0.748
C -3.526 -3.305 -1.257 -0.678
```

***

# 2
Computed, not measured: a molecular structure, C44H41BN7NiO2 at a distorted geometry, with wB97M-V/def2-TZVPD.

The HOMO energy (spin up / spin down) comes out at -10.53 / -10.53 eV. Its spin multiplicity is 3. Its net charge is +1. The total energy is -3768.19370 Ha. For the HOMO-LUMO gap (spin up / spin down), the calculation gives 7.3 / 7.2 eV. The value obtained for the LUMO energy (spin up / spin down) is -0.1191 / -0.1220 hartree.

```
96
Properties=species:S:1:pos:R:3:mulliken_charge:R:1
N -0.740 1.217 -3.781 0.880
C 2.747 -0.005 -5.885 -1.382
H -2.988 4.776 2.331 0.450
H -1.776 1.519 -6.410 0.242
N 1.598 0.044 -2.449 0.263
C 1.769 -0.795 7.564 -0.780
H -0.848 -1.233 4.993 0.533
H 6.454 -0.339 0.697 0.403
C -3.186 -4.641 0.308 -0.681
H 1.697 0.830 0.048 0.218
C -2.905 -3.996 -0.881 -0.698
H 0.255 -2.982 -0.212 0.459
C -1.396 -2.707 -2.336 0.213
C -3.267 -0.388 2.788 -0.764
C -1.307 -0.942 4.060 -0.674
H -0.245 -4.153 1.898 0.446
C -2.675 4.343 1.392 -0.989
C 3.585 0.028 -3.447 -1.550
H -2.197 -4.146 -3.818 0.605
H -2.465 -5.189 2.245 0.430
H -0.997 1.681 0.143 -0.237
C 0.864 -1.137 2.868 -1.240
H 5.087 0.345 2.629 0.485
H -2.880 4.914 -1.925 0.365
C 4.639 0.283 1.648 -0.703
N -0.700 -1.278 -3.815 0.638
H 1.393 3.370 4.558 0.412
H 1.286 0.977 8.662 0.433
C 4.844 -0.191 -0.695 -0.788
C -2.650 -0.722 4.009 -1.044
N -0.776 -1.531 -2.497 0.119
H 2.180 -2.386 6.181 0.494
H 1.292 -1.336 1.890 1.132
C 1.542 -0.628 5.173 -0.318
B -0.013 -0.012 -4.349 -0.875
N 1.705 -1.200 3.886 0.249
C 3.305 0.616 1.461 -0.504
H -0.347 -2.360 -6.428 0.246
C 1.148 0.719 5.295 1.351
H 5.450 -0.496 -1.533 0.370
C -1.340 -2.367 -5.987 -1.401
H 2.268 0.866 -6.326 0.244
C -1.253 2.244 -4.480 0.689
H -0.310 2.909 4.845 0.506
C -2.604 4.415 -1.009 -0.666
H -1.838 -3.291 -6.269 0.393
C 5.407 -0.109 0.563 -0.786
C 2.596 0.009 -4.410 0.922
H -4.330 -0.201 2.766 0.508
H 0.314 3.046 3.181 0.285
C -2.986 4.972 0.196 -0.897
C -1.966 3.152 1.371 -0.136
C -1.237 2.349 -5.958 -1.396
C -0.504 -0.871 2.895 0.835
C 0.560 2.755 4.202 -1.302
H 0.779 2.304 6.695 0.469
H 3.801 0.002 -6.148 0.386
C -1.142 -0.581 1.626 0.351
C 1.364 0.521 7.689 -0.818
C 2.917 0.055 -2.217 0.104
H 4.640 0.045 -3.623 0.477
H -0.003 0.006 -5.520 -0.004
C -0.721 -3.427 -0.053 -0.199
C 2.737 0.534 0.203 -0.291
H -3.647 -3.973 -1.667 0.475
H -1.710 3.281 -6.258 0.387
C 1.062 1.273 6.567 -0.839
C 1.866 -1.361 6.305 -0.456
C -1.885 3.218 -1.040 0.774
H -3.246 -0.828 4.902 0.500
C 3.498 0.121 -0.889 0.975
O 0.908 1.387 4.137 0.158
H 2.283 -0.890 -6.314 0.252
H 2.635 -1.556 3.698 0.458
H -1.743 2.635 2.294 0.760
H 2.001 -1.381 8.437 0.421
C -1.517 2.610 -2.307 0.378
N 1.411 0.014 -3.773 0.569
H -3.544 5.897 0.194 0.405
C -2.543 -0.322 1.636 -0.313
C -1.717 -3.216 -3.598 -1.426
C -1.676 -3.362 -1.064 0.576
C -2.239 -4.681 1.319 -0.642
H -4.145 -5.120 0.445 0.427
H -3.010 -0.070 0.694 0.603
C -1.766 3.149 -3.576 -1.201
H 2.716 0.966 2.295 1.010
C -1.002 -4.087 1.129 -0.418
Ni -0.071 -0.055 -1.292 -0.287
N -0.895 1.429 -2.462 -0.342
O -0.461 -0.488 0.567 -1.251
H -0.216 2.334 -6.333 0.247
H -1.901 -1.529 -6.392 0.269
H -2.252 4.069 -3.818 0.489
C -1.560 2.608 0.169 0.643
C -1.258 -2.287 -4.509 0.916
```